{
  "formula": "C4H7N3S",
  "method": "ωB97M-V with the def2-TZVPD basis set",
  "elements": ["N", "C", "C", "N", "C", "N", "C", "S", "H", "H", "H", "H", "H", "H", "H"],
  "coordinates": [[2.13214, 0.44653, -0.23265], [0.61660, 0.35881, -0.34909], [0.21232, -1.15711, -0.46103], [-1.18410, -1.26382, -0.76171], [-1.89429, -0.45855, -0.14596], [-1.45361, 0.49677, 0.78691], [-0.20407, 0.96311, 0.79465], [0.29456, 2.25526, 1.69369], [2.34699, 0.23258, 0.69562], [2.65907, -0.16886, -0.85589], [0.38654, 0.93575, -1.24955], [0.35615, -1.72465, 0.51326], [0.80862, -1.59767, -1.29233], [-2.93449, -0.47335, -0.32477], [-2.14243, 1.15520, 1.18886]],
  "orbital_gap_ev": 8.70,
  "energy_ev": -19566.2700,
  "charge": 0,
  "smiles": "N[C@H]1CN=CNC1=S",
  "relative_energy_ev": 1.508
}

{
  "formula": "C4H7N4O2S",
  "method": "ωB97M-V with the def2-TZVPD basis set",
  "elements": ["C", "C", "C", "C", "N", "N", "N", "N", "O", "O", "S", "H", "H", "H", "H", "H", "H", "H"],
  "coordinates": [[2.54970, -0.51130, 1.44592], [1.02749, -1.54699, -0.27813], [1.83258, 1.66143, 0.25957], [-3.53489, 0.60354, -0.18206], [1.29503, -0.83553, 0.77798], [-0.25072, -1.25551, -0.98059], [-1.25872, -0.71273, -0.52083], [1.78990, 0.54844, 1.09835], [3.54330, -0.94270, 1.82949], [1.65494, -2.51373, -0.66760], [-2.69065, -0.58056, -1.19399], [1.42972, 1.43634, -0.67232], [2.95583, 1.86544, 0.07599], [1.17007, 2.43932, 0.74682], [-3.79352, 1.41825, -0.88329], [-2.85408, 0.81056, 0.64478], [-4.57930, 0.14952, 0.17900], [-0.28669, -2.03377, -1.67907]],
  "orbital_gap_ev": 7.27,
  "energy_ev": -25139.3730,
  "charge": 1,
  "relative_energy_ev": 5.031
}

{
  "formula": "C4H7N4S",
  "method": "ωB97M-V with the def2-TZVPD basis set",
  "elements": ["C", "C", "C", "C", "N", "N", "N", "N", "S", "H", "H", "H", "H", "H", "H", "H"],
  "coordinates": [[0.41385, 1.14205, -0.45133], [-1.09146, -1.16370, -0.85867], [-1.60595, 0.01927, -1.60050], [1.75187, 1.41392, 1.58175], [0.03589, -2.61018, 1.71956], [-0.00993, -1.74078, 1.02891], [0.95069, 1.70101, 0.45747], [-0.20567, -0.81499, 0.30645], [-0.05382, 1.09321, -1.99546], [-1.87921, -1.86025, -0.44526], [-0.45063, -1.79146, -1.54077], [-1.89157, -0.28388, -2.64156], [-2.12623, 0.76932, -1.03000], [1.31170, 1.33946, 2.51967], [2.34579, 0.51893, 1.28730], [2.50468, 2.26807, 1.66244]],
  "orbital_gap_ev": 9.51,
  "energy_ev": -21046.0957,
  "charge": 1,
  "relative_energy_ev": 2.515
}

{
  "formula": "C4H7N5",
  "method": "ωB97M-V with the def2-TZVPD basis set",
  "elements": ["H", "N", "C", "N", "N", "C", "N", "N", "C", "C", "H", "H", "H", "H", "H", "H"],
  "coordinates": [[2.94377, 1.12081, -0.01884], [1.90967, 1.19816, -0.13997], [1.40159, 0.04827, 0.02288], [2.30316, -1.11888, 0.02328], [-0.00061, -0.09157, 0.14283], [-0.74696, -1.23176, -0.04537], [-1.99704, -1.52273, -0.00916], [-2.84836, -0.25025, -0.07096], [-2.29872, 0.85815, 0.05129], [-0.79654, 1.22103, 0.08242], [2.21593, -1.81143, 0.84689], [2.14742, -1.58552, -0.87085], [-0.12635, -2.07490, -0.06707], [-3.02745, 1.73092, -0.20318], [-0.45293, 1.71943, 1.08527], [-0.62658, 1.79027, -0.82948]],
  "orbital_gap_ev": 9.73,
  "energy_ev": -11709.2176,
  "charge": 0,
  "smiles": "[H]/N=C(\\N)N1C=NN=CC1",
  "relative_energy_ev": 4.260
}

{
  "formula": "C4H7NO",
  "method": "ωB97M-V with the def2-TZVPD basis set",
  "elements": ["O", "C", "N", "C", "C", "C", "H", "H", "H", "H", "H", "H", "H"],
  "coordinates": [[2.21900, 1.12958, -0.19397], [1.69746, 0.04145, -0.47106], [0.42378, 0.14787, -0.47526], [-0.57057, 1.04752, -0.10794], [-1.32526, -0.18000, 0.39296], [-0.10988, -1.06218, 0.12081], [2.36794, -0.77961, -0.70482], [-0.29744, 1.81439, 0.61279], [-0.96084, 1.53844, -0.99983], [-1.64787, -0.12597, 1.43041], [-2.16109, -0.46353, -0.24465], [-0.13906, -1.91768, -0.54230], [0.50382, -1.19029, 1.18286]],
  "orbital_gap_ev": 10.00,
  "energy_ev": -7796.3133,
  "charge": 0,
  "relative_energy_ev": 3.331
}

{
  "formula": "C4H7NO",
  "method": "ωB97M-V with the def2-TZVPD basis set",
  "elements": ["C", "C", "C", "N", "C", "O", "H", "H", "H", "H", "H", "H", "H"],
  "coordinates": [[0.76901, -0.77122, 0.86001], [0.57608, 0.28279, -0.24155], [0.70088, 1.68720, 0.17080], [0.60339, 2.81840, 0.40410], [-0.98754, 0.22361, -0.77308], [-1.50414, -1.07151, -0.84379], [1.64987, -1.40559, 0.74662], [0.70320, -0.35940, 1.86840], [-0.05694, -1.52201, 0.78492], [1.28498, 0.10956, -1.06937], [-0.97900, 0.67079, -1.77236], [-1.58295, 0.85170, -0.08720], [-1.14647, -1.55408, -0.06072]],
  "orbital_gap_ev": 11.48,
  "energy_ev": -7797.9236,
  "charge": 0,
  "smiles": "C[C@H](C#N)CO",
  "relative_energy_ev": 1.721
}

Repeat the third record exactly.
{
  "formula": "C4H7N4S",
  "method": "ωB97M-V with the def2-TZVPD basis set",
  "elements": ["C", "C", "C", "C", "N", "N", "N", "N", "S", "H", "H", "H", "H", "H", "H", "H"],
  "coordinates": [[0.41385, 1.14205, -0.45133], [-1.09146, -1.16370, -0.85867], [-1.60595, 0.01927, -1.60050], [1.75187, 1.41392, 1.58175], [0.03589, -2.61018, 1.71956], [-0.00993, -1.74078, 1.02891], [0.95069, 1.70101, 0.45747], [-0.20567, -0.81499, 0.30645], [-0.05382, 1.09321, -1.99546], [-1.87921, -1.86025, -0.44526], [-0.45063, -1.79146, -1.54077], [-1.89157, -0.28388, -2.64156], [-2.12623, 0.76932, -1.03000], [1.31170, 1.33946, 2.51967], [2.34579, 0.51893, 1.28730], [2.50468, 2.26807, 1.66244]],
  "orbital_gap_ev": 9.51,
  "energy_ev": -21046.0957,
  "charge": 1,
  "relative_energy_ev": 2.515
}

> charge of number 3 (C4H7N4S)?

+1

What did the fourth record say?
{
  "formula": "C4H7N5",
  "method": "ωB97M-V with the def2-TZVPD basis set",
  "elements": ["H", "N", "C", "N", "N", "C", "N", "N", "C", "C", "H", "H", "H", "H", "H", "H"],
  "coordinates": [[2.94377, 1.12081, -0.01884], [1.90967, 1.19816, -0.13997], [1.40159, 0.04827, 0.02288], [2.30316, -1.11888, 0.02328], [-0.00061, -0.09157, 0.14283], [-0.74696, -1.23176, -0.04537], [-1.99704, -1.52273, -0.00916], [-2.84836, -0.25025, -0.07096], [-2.29872, 0.85815, 0.05129], [-0.79654, 1.22103, 0.08242], [2.21593, -1.81143, 0.84689], [2.14742, -1.58552, -0.87085], [-0.12635, -2.07490, -0.06707], [-3.02745, 1.73092, -0.20318], [-0.45293, 1.71943, 1.08527], [-0.62658, 1.79027, -0.82948]],
  "orbital_gap_ev": 9.73,
  "energy_ev": -11709.2176,
  "charge": 0,
  "smiles": "[H]/N=C(\\N)N1C=NN=CC1",
  "relative_energy_ev": 4.260
}